[1]
{"formula": "CNO3S2", "method": "the ωB97M-V functional and the def2-TZVPD basis", "total_charge": -1, "multiplicity": 1, "homo_energy_ev": -5.03, "fmax_ev_per_a": 4.39, "e_tot_ha": -1115.00212, "e_above_lowest_kj_mol": 79.64, "molar_mass_g_mol": 138.15, "elements": ["C", "N", "O", "O", "O", "S", "S"], "coordinates": [[1.41924, -0.53353, 0.13073], [2.46155, -0.08872, 0.44708], [-0.76579, 0.97730, -1.32055], [-0.13932, 0.94653, 1.02251], [0.34015, -1.06500, -0.27627], [-2.51538, -0.49417, 0.07821], [-0.80044, 0.25761, -0.08172]], "atomic_forces_ev_per_a": [[4.3, 0.4, 0.6], [-2.0, -1.2, -0.7], [1.0, 0.1, -0.8], [-1.3, -0.8, -0.3], [-0.6, 0.0, -0.1], [-1.0, -1.2, 1.0], [-0.3, 2.7, 0.3]], "lowdin_charge": [-0.5209, 0.1288, -0.4094, -0.3855, -0.1578, 0.2396, 0.1051]}

---

[2]
{"formula": "C4H6OS", "method": "the ωB97M-V functional and the def2-TZVPD basis", "smiles": "C=CCC(O)=S", "multiplicity": 1, "homo_energy_ev": -8.37, "fmax_ev_per_a": 4.37, "e_tot_ha": -629.32349, "e_above_lowest_kj_mol": 324.72, "molar_mass_g_mol": 102.16, "elements": ["C", "C", "C", "C", "H", "H", "H", "H", "H", "H", "O", "S"], "coordinates": [[0.10641, -1.60941, -0.40289], [-0.46219, -0.83197, 0.72802], [-0.69420, 0.75873, 0.13934], [0.30985, 1.73983, 0.03494], [0.53080, 0.29934, -0.94512], [-1.32394, -1.35957, 1.15881], [0.43017, -0.49941, 1.31686], [-1.69226, 1.08062, -0.18338], [0.13674, 2.75806, -0.15653], [1.44977, 1.66320, 0.09967], [0.76813, -0.79043, -1.26007], [0.44072, -3.20899, -0.52964]], "atomic_forces_ev_per_a": [[3.0, 0.5, -1.6], [0.4, 3.5, -1.4], [1.3, 0.7, 1.1], [-0.1, -2.9, 0.9], [0.7, -4.0, -1.6], [0.5, 0.8, 0.4], [-1.0, -1.4, 0.5], [0.3, -0.2, 0.4], [-1.1, 1.0, -0.8], [-1.7, -0.8, 0.6], [-1.3, 2.4, 1.1], [-1.0, 0.3, 0.4]], "lowdin_charge": [-0.9399, -0.1134, -0.0853, -0.0062, 0.1173, 0.1131, 0.1277, 0.1011, 0.0407, 0.1098, -0.1377, 0.6729]}

---

[3]
{"formula": "C3HF3O", "method": "the ωB97M-V functional and the def2-TZVPD basis", "multiplicity": 3, "homo_energy_ev": [-7.12, -13.20], "fmax_ev_per_a": 4.84, "e_tot_ha": -489.59923, "e_above_lowest_kj_mol": 0.00, "molar_mass_g_mol": 110.03, "elements": ["C", "C", "C", "O", "F", "F", "F", "H"], "coordinates": [[-1.33185, 0.96100, 0.00531], [-0.60037, -0.35030, 0.00443], [0.87471, -0.34474, -0.00271], [-1.94342, 2.03773, 0.00136], [1.38635, -1.04076, -1.02943], [1.38706, 0.89126, -0.08224], [1.40655, -0.90778, 1.10368], [-1.17904, -1.24642, -0.00039]], "atomic_forces_ev_per_a": [[-0.3, 0.1, 0.0], [-2.5, 4.1, 0.0], [2.1, 0.1, 0.1], [2.0, -3.3, 0.0], [-0.4, -0.2, -0.3], [-0.3, -0.2, 0.0], [-0.5, 0.0, 0.1], [0.0, -0.8, 0.0]], "lowdin_charge": [-0.0711, 0.1444, -0.6566, 0.0534, 0.1431, 0.1442, 0.1363, 0.1064]}